83
Properties=species:S:1:pos:R:3 method="wB97M-V/def2-TZVPD" charge=-2 e_homo_ev="-0.79 / -2.36" spin_multiplicity=3 orbital_gap_ev="4.762 / 6.334"
Ti -1.0562 -0.3756 0.0806
Cl -0.0859 -7.1109 0.9124
C -0.7449 -5.5076 0.9933
C -0.2343 -4.5280 0.1585
C -0.7278 -3.2253 0.2175
N -0.4408 -2.1946 -0.6487
C 0.4271 -2.3981 -1.6715
O 1.4176 -3.1374 -1.6577
C 0.0525 -1.7173 -2.9507
C 0.8940 -1.8476 -4.0660
C 0.5092 -1.2899 -5.2630
C -0.7014 -0.6045 -5.3188
C -1.4865 -0.5634 -4.1759
N -1.1404 -1.1098 -3.0255
C -1.7383 -2.9250 1.1781
C -2.2758 -3.9348 1.9718
C -1.7740 -5.2211 1.8744
Cl -2.4530 -6.4739 2.8632
N -2.0165 -1.5961 1.2803
C -2.8712 -1.0639 2.1951
O -3.8493 -1.6019 2.7283
C -2.4040 0.2861 2.5305
C -2.8975 0.9663 3.6414
C -2.2517 2.0903 4.1050
C -1.1018 2.5126 3.4059
C -0.7144 1.8368 2.2753
N -1.3293 0.7407 1.7942
H 0.5526 -4.7903 -0.5282
H 1.8279 -2.3758 -3.9545
H 1.1344 -1.3816 -6.1424
H -1.0215 -0.1334 -6.2352
H -2.4567 -0.0815 -4.1951
H -3.0666 -3.7002 2.6658
H -3.7783 0.5612 4.1226
H -2.5893 2.6193 4.9842
H -0.5339 3.3678 3.7472
H 0.1470 2.1965 1.7173
O -1.5572 2.6125 -2.9415
C -0.2733 2.9285 -3.1758
C 0.0121 4.0296 -3.9881
C 1.3138 4.3409 -4.3303
C 2.3583 3.5595 -3.8609
C 2.0895 2.5007 -3.0126
C 0.7893 2.1860 -2.6434
C 0.5654 0.9958 -1.7258
O -0.7200 0.8354 -1.2863
N 1.4924 1.0833 -0.6059
N 1.1490 0.1541 0.4022
C 2.0268 0.2304 1.3910
C 2.0634 -0.4543 2.5902
Br 0.5776 -1.6320 2.9865
C 3.0110 -0.3313 3.6016
C 4.3452 0.1294 3.5003
C 5.0491 0.4792 4.6780
C 6.3701 0.8547 4.6445
C 7.0649 0.8998 3.4400
C 6.4020 0.5473 2.2695
C 5.0791 0.1726 2.2918
H -1.5367 1.8352 -2.3107
H -0.8185 4.6207 -4.3443
H 1.5096 5.1869 -4.9779
H 3.3771 3.7723 -4.1599
H 2.8980 1.8941 -2.6283
H 0.9019 0.1033 -2.3016
H 1.5117 2.0388 -0.2298
H 2.8059 0.9933 1.2872
H 2.6946 -0.6707 4.5801
H 4.5249 0.4665 5.6246
H 6.8822 1.1184 5.5630
H 8.1138 1.1646 3.4157
H 6.9398 0.5590 1.3274
H 4.6049 -0.1429 1.3755
Cl -2.6359 2.6582 0.0983
C -3.6899 1.3529 -0.2771
C -3.1153 0.1046 -0.5122
C -4.0073 -0.8570 -0.9857
Cl -3.3636 -2.3871 -1.4124
C -5.3703 -0.6276 -1.1481
Cl -6.3908 -1.8343 -1.8155
C -5.9061 0.6017 -0.7828
Cl -7.5960 0.8796 -0.9042
C -5.0552 1.6119 -0.3560
Cl -5.7118 3.1496 0.0434

***

14
Properties=species:S:1:pos:R:3 method="wB97M-V/def2-TZVPD" smiles="COCC(C)=O" e_homo_ev=-9.18 spin_multiplicity=1 orbital_gap_ev=9.913
C 1.3949 0.0189 -1.3169
O 1.7135 0.2409 0.0286
C 0.7576 -0.1311 0.9385
C -0.7186 -0.0793 1.0607
O -1.1329 -0.5121 2.1248
C -1.6378 0.3875 -0.0235
H 0.8074 0.8587 -1.6960
H 2.3344 -0.0611 -1.8670
H 0.8143 -0.9128 -1.4246
H 0.2471 -1.2192 0.5603
H 1.2079 0.0621 1.9299
H -2.5508 -0.2069 0.0042
H -1.2421 0.4333 -1.0413
H -1.8588 1.4029 0.3173

***

22
Properties=species:S:1:pos:R:3 method="wB97M-V/def2-TZVPD" charge=+2 e_homo_ev="-16.51 / -16.62" spin_multiplicity=1 orbital_gap_ev="7.113 / 7.071"
C -1.7278 -2.5001 3.6501
C -1.9713 -1.9897 2.3787
C -0.5472 -0.6651 3.4121
C 0.1133 1.4204 -1.5596
C -1.3606 0.4016 0.0808
C 2.3006 0.4903 -2.2055
N -0.8592 -1.6430 4.2228
N -1.2255 -0.8617 2.2788
N 1.2286 1.4468 -2.2054
N -2.4279 1.0960 -0.0117
N -0.2496 0.4607 -0.6747
H -2.0964 -3.3630 4.1667
H -2.5919 -2.3413 1.5801
H 0.1188 0.1460 3.6237
H -0.5777 2.2485 -1.7051
H 2.0504 -0.4393 -1.6999
H 2.5763 0.2602 -3.2384
H 3.1878 0.9302 -1.7376
H 1.4049 2.2508 -2.8118
H -3.1718 0.9471 0.6663
H -2.6483 1.7936 -0.7278
H 0.4239 -0.2846 -0.4914

***

38
Properties=species:S:1:pos:R:3 method="wB97M-V/def2-TZVPD" charge=+1 e_homo_ev=-12.06 spin_multiplicity=1 orbital_gap_ev=9.458
Li -0.0732 0.6264 -1.7363
N 0.1190 -2.5593 -0.7492
C -1.1234 -2.1276 -0.9991
N -2.1140 -3.0092 -0.9130
C -3.3274 -2.5190 -1.1570
N -4.3649 -3.3579 -1.0957
N -3.6037 -1.2322 -1.4650
C -2.5507 -0.4530 -1.5351
N -1.2818 -0.8210 -1.3216
C -2.7853 0.9786 -1.8957
C -4.0711 1.4608 -2.0763
C -4.2332 2.7927 -2.4209
C -3.1116 3.5889 -2.5749
C -1.8641 3.0222 -2.3749
N -1.6965 1.7439 -2.0402
H 0.2340 -3.5325 -0.5308
H 0.9133 -1.9310 -0.7601
H -4.2133 -4.3238 -0.8687
H -5.2911 -3.0093 -1.2625
H -4.9086 0.7924 -1.9472
H -5.2232 3.2030 -2.5677
H -3.1912 4.6321 -2.8449
H -0.9622 3.6115 -2.4837
C 6.3460 -0.3884 -0.9057
N 4.9071 -0.2878 -1.0434
C 4.1944 0.6302 -1.9101
C 2.7554 0.2571 -1.5908
O 1.7814 0.8186 -2.1117
N 2.7169 -0.7448 -0.6902
C 3.9983 -1.0261 -0.3993
N 4.3333 -1.9760 0.4709
H 6.8057 0.4314 -1.4507
H 6.7243 -1.3252 -1.3189
H 6.6452 -0.2990 0.1400
H 4.4054 0.4653 -2.9679
H 4.3892 1.6744 -1.6624
H 3.6019 -2.4502 0.9701
H 5.2891 -2.1884 0.6921

***

114
Properties=species:S:1:pos:R:3 method="wB97M-V/def2-TZVPD" charge=+1 e_homo_ev="-10.02 / -10.53" spin_multiplicity=4 orbital_gap_ev="7.198 / 7.556"
Mn 0.1052 -0.7877 1.7721
N -3.0890 -0.0650 4.6354
C -2.0100 -0.4402 3.9030
S -1.5340 0.6066 2.5619
N -1.3726 -1.5195 4.2294
N -0.3863 -1.8176 3.3061
C 0.8614 -1.6354 3.6461
C 1.8974 -2.1253 2.7076
C 3.1811 -2.5084 3.0599
C 3.9897 -3.0257 2.0715
C 3.5278 -3.1052 0.7557
C 2.2730 -2.6354 0.4645
N 1.4719 -2.1508 1.4319
H -3.4872 0.8442 4.4956
H -3.2963 -0.5604 5.4848
H 1.1259 -1.2797 4.6364
H 3.5159 -2.4122 4.0846
H 4.9876 -3.3722 2.3163
H 4.1454 -3.5156 -0.0326
H 1.8728 -2.6349 -0.5421
C -6.3932 -1.5799 -0.1616
C -5.8252 -2.8477 -0.1630
C -4.4453 -2.9968 -0.0691
C -3.6348 -1.8688 0.0249
C -4.2092 -0.5965 0.0434
C -5.5873 -0.4533 -0.0548
Sb -1.5397 -2.0191 0.0324
C -1.1554 -2.1927 -2.0515
C -0.0733 -1.5347 -2.6374
C 0.1820 -1.6572 -4.0008
C -0.6450 -2.4445 -4.7886
C -1.7221 -3.1128 -4.2143
C -1.9768 -2.9903 -2.8542
C -1.3217 -4.0692 0.5346
C -0.5905 -4.9468 -0.2656
C -0.3616 -6.2557 0.1504
C -0.8622 -6.6939 1.3699
C -1.5928 -5.8258 2.1737
C -1.8172 -4.5182 1.7614
H -7.4682 -1.4698 -0.2380
H -6.4565 -3.7250 -0.2352
H -4.0127 -3.9907 -0.0613
H -3.5872 0.2854 0.1543
H -6.0317 0.5349 -0.0385
H 0.5791 -0.9133 -2.0370
H 1.0202 -1.1320 -4.4447
H -0.4531 -2.5390 -5.8512
H -2.3677 -3.7288 -4.8289
H -2.8269 -3.5135 -2.4260
H -0.2134 -4.6237 -1.2307
H 0.1997 -6.9339 -0.4818
H -0.6876 -7.7130 1.6927
H -1.9878 -6.1669 3.1238
H -2.3802 -3.8511 2.4069
O 1.3727 0.8577 0.8834
Si 2.8349 1.7083 1.3526
C 4.0180 1.4803 -0.0467
C 3.7303 0.6506 -1.1340
C 4.6338 0.4928 -2.1773
C 5.8453 1.1722 -2.1521
C 6.1583 1.9938 -1.0770
C 5.2546 2.1405 -0.0317
C 3.5511 1.0265 2.9002
C 2.9472 1.3119 4.1331
C 3.5647 0.9666 5.3265
C 4.8202 0.3651 5.3040
C 5.4437 0.0886 4.0934
C 4.8046 0.4032 2.8985
C 2.2440 3.4191 1.7177
C 0.9230 3.6480 2.1174
C 0.4770 4.9320 2.4079
C 1.3475 6.0079 2.2998
C 2.6643 5.7988 1.9110
C 3.1085 4.5141 1.6237
H 2.7921 0.1030 -1.1751
H 4.3920 -0.1570 -3.0104
H 6.5469 1.0598 -2.9695
H 7.1079 2.5156 -1.0493
H 5.5362 2.7642 0.8133
H 1.9908 1.8286 4.1618
H 3.0871 1.1988 6.2713
H 5.3180 0.1243 6.2351
H 6.4266 -0.3695 4.0791
H 5.2994 0.1838 1.9583
H 0.2236 2.8249 2.2277
H -0.5498 5.0893 2.7183
H 1.0003 7.0097 2.5189
H 3.3455 6.6368 1.8280
H 4.1405 4.3794 1.3146
C -4.7955 3.0980 -3.2016
C -3.6599 2.5919 -4.1057
C -3.6042 3.4698 -5.3530
C -3.9657 1.1541 -4.5455
C -2.3465 2.6333 -3.3174
C -1.3272 3.5493 -3.5915
C -0.1337 3.6060 -2.8544
C -0.0100 2.7082 -1.8307
O 1.0539 2.5066 -0.9502
B 0.6333 1.4666 -0.1415
O -0.6338 1.0313 -0.4640
C -1.0157 1.8182 -1.5426
C -2.1812 1.7429 -2.2469
H -5.7506 3.0485 -3.7324
H -4.6232 4.1356 -2.9002
H -4.8811 2.4938 -2.2929
H -4.5387 3.3598 -5.9076
H -2.7842 3.1800 -6.0159
H -3.4936 4.5293 -5.1078
H -4.9249 1.1239 -5.0664
H -4.0315 0.4604 -3.7046
H -3.1956 0.7844 -5.2281
H -1.4415 4.2400 -4.4175
H 0.6511 4.3137 -3.0903
H -2.9355 1.0095 -1.9863

***

16
Properties=species:S:1:pos:R:3 method="wB97M-V/def2-TZVPD" charge=-1 e_homo_ev=-3.73 spin_multiplicity=1 orbital_gap_ev=8.094
C 0.1934 -1.1631 0.0166
O -0.7529 -0.5895 -0.7773
C 0.1974 -0.4388 1.4216
N 0.7503 0.9621 1.3504
H 1.2022 -1.0659 -0.3636
H -0.0335 -2.2604 0.2891
H 0.9906 -0.9317 2.2049
H -0.7849 -0.4893 1.9607
H 0.0996 1.5046 0.7227
H 1.6502 1.0899 0.9612
H -1.6257 0.2543 -0.2668
H -2.1271 1.5086 0.8558
O -1.7760 1.3422 -0.0355
H 0.7547 0.8044 -2.9782
H 0.3232 -0.3889 -2.3317
O 0.9385 -0.1383 -3.0298

***

Energy above the lowest of the compared OMol25 structures with the same formula, charge and spin / eV: 1.872 3.184 4.917 0.000 0.159 1.035